{"formula": "C14H17F", "method": "wB97M-V/def2-TZVPD", "symbols": ["C", "C", "C", "C", "C", "C", "C", "C", "C", "C", "C", "F", "C", "C", "C", "H", "H", "H", "H", "H", "H", "H", "H", "H", "H", "H", "H", "H", "H", "H", "H", "H"], "positions_angstrom": [[-4.842, 0.705, 0.307], [-3.528, 0.201, 0.008], [-2.771, -0.305, 1.103], [-1.511, -0.841, 0.956], [-0.837, -0.849, -0.273], [0.430, -1.471, -0.433], [1.520, -1.690, 0.660], [2.003, -0.564, -0.265], [2.309, 0.766, 0.298], [2.902, 1.537, -0.847], [3.376, 0.628, 1.431], [1.138, 1.204, 0.867], [1.444, -1.115, -1.569], [-1.599, -0.292, -1.385], [-2.836, 0.260, -1.262], [-5.602, 0.038, -0.073], [-4.849, 0.860, 1.421], [-4.940, 1.798, -0.158], [-3.161, -0.397, 2.176], [-1.003, -1.319, 1.816], [1.362, -1.253, 1.651], [2.154, -2.608, 0.482], [3.010, 2.573, -0.645], [2.436, 1.363, -1.783], [3.977, 1.157, -0.930], [4.310, 0.510, 1.034], [3.514, 1.423, 2.156], [3.293, -0.255, 1.961], [1.932, -2.070, -2.080], [0.922, -0.548, -2.269], [-1.199, -0.217, -2.388], [-3.355, 0.770, -1.967]], "total_charge": 0, "lumo_energy_ev": 0.496, "smiles": "Cc1ccc([C@]23C[C@]2(C(C)(C)F)C3)cc1", "energy_ha": -643.3672, "e_homo_ha": -0.2596, "orbital_gap_ev": 7.56, "multiplicity": 1, "de_lowest_kj_mol": 211.7}